Density functional theory data (wB97M-V/def2-TZVPD) for a gas-phase ion, C3H3N2O (charge +1) at a distorted geometry.

## Properties
Energy relative to the best compared isomer or geometry (same formula, charge and spin) = 378.3 kJ/mol
LUMO (spin up / spin down) = -6.834 / -6.835 eV
HOMO energy (spin up / spin down) = -14.63 / -14.63 eV

Geometry as ORCA input:
```
! RIJCOSX wB97M-V def2-TZVPD def2/J DEFGRID3
* xyz 1 1
C -0.831 -1.556 0.226
C 0.386 0.238 -0.400
C -1.673 0.628 -0.016
N 0.272 -1.048 -0.080
N -0.458 1.146 0.245
O -1.901 -0.553 -0.228
H -1.305 -2.624 0.316
H 1.148 0.359 -1.191
H -0.195 2.077 0.511
*
```

natural (NBO) atomic charge list, values in e, 4 entries: 0.391, 0.272, 0.575, -0.342